[1]
{
  "formula": "C5H8N5",
  "method": "wB97M-V/def2-TZVPD",
  "elements": ["C", "C", "C", "C", "C", "N", "N", "N", "N", "N", "H", "H", "H", "H", "H", "H", "H", "H"],
  "positions_angstrom": [[3.5170, -0.3617, 0.0024], [-1.3396, -0.5461, -0.1586], [1.1093, -0.1418, -0.0330], [-1.4399, 0.9202, -0.4028], [-0.1005, 1.7736, 0.1637], [4.5515, 0.1266, 0.0594], [1.1007, 1.0605, 0.2603], [-0.1017, -1.0099, -0.2373], [-2.3098, -1.2666, 0.3618], [2.2674, -0.9088, 0.0277], [-1.4764, 1.2410, -1.3744], [-2.3884, 1.3106, 0.0886], [0.0915, 2.6034, -0.6231], [-0.2904, 2.2270, 1.1522], [0.1246, -1.9780, -0.2151], [-3.3002, -0.9832, 0.4443], [-2.1189, -2.2211, 0.5090], [2.1038, -1.8457, -0.0251]],
  "nbo_charge": [0.393, 0.591, 0.585, -0.521, -0.207, -0.240, -0.401, -0.585, -0.685, -0.627, 0.272, 0.252, 0.246, 0.236, 0.415, 0.453, 0.415, 0.407],
  "de_lowest_ev": 0.533,
  "smiles": "N#CNC1=NCCC(=[NH2+])N1",
  "fmax_ev_per_a": 4.08,
  "charge": 1,
  "gap_ha": 0.338,
  "spin_multiplicity": 1,
  "lumo_ev": -4.5,
  "energy_ev": -12757.1445
}

***

[2]
{
  "formula": "C34H51BBrF4N6P2Ti",
  "method": "wB97M-V/def2-TZVPD",
  "elements": ["Ti", "C", "C", "C", "P", "C", "C", "C", "C", "C", "C", "C", "C", "C", "N", "C", "C", "C", "C", "C", "C", "P", "C", "C", "C", "C", "C", "C", "H", "H", "H", "H", "H", "H", "H", "H", "H", "H", "H", "H", "H", "H", "H", "H", "H", "H", "H", "H", "H", "H", "H", "H", "H", "H", "H", "H", "H", "H", "H", "H", "H", "H", "H", "H", "C", "N", "C", "C", "N", "N", "C", "N", "N", "H", "H", "H", "H", "H", "H", "H", "H", "H", "H", "H", "Br", "C", "C", "C", "C", "C", "C", "H", "H", "H", "H", "F", "B", "F", "F", "F"],
  "positions_angstrom": [[-0.8291, 0.7400, -0.2977], [4.4342, 2.3518, 0.8950], [3.4808, 1.3980, 1.6258], [2.1600, 2.0999, 1.9601], [3.2046, -0.0872, 0.5336], [4.8770, -0.9287, 0.6739], [4.9130, -2.2038, -0.1707], [5.5379, -1.2042, 2.0267], [2.0377, -1.1249, 1.5476], [2.3797, -1.5888, 2.8239], [1.5740, -2.4624, 3.5425], [0.3758, -2.8892, 2.9886], [-0.0077, -2.4124, 1.7445], [0.7879, -1.5260, 1.0191], [0.2419, -1.0294, -0.2164], [0.6308, -1.8043, -1.3409], [1.5124, -2.8941, -1.2399], [1.9098, -3.6167, -2.3542], [1.4409, -3.2996, -3.6183], [0.5290, -2.2625, -3.7288], [0.1079, -1.5330, -2.6213], [-1.2193, -0.3101, -2.6646], [-2.7198, -1.4404, -2.7465], [-2.8834, -2.3348, -3.9829], [-2.7114, -2.3760, -1.5232], [-1.0639, 0.6890, -4.2180], [-1.8331, 0.2499, -5.4613], [0.4092, 0.9378, -4.5549], [4.5622, 3.2758, 1.4673], [4.0357, 2.6178, -0.0896], [5.4250, 1.9124, 0.7501], [3.9475, 1.0772, 2.5560], [1.4519, 2.0583, 1.1315], [2.3280, 3.1604, 2.1724], [1.6824, 1.6494, 2.8320], [5.4937, -0.1915, 0.1506], [4.3063, -2.9882, 0.2915], [5.9373, -2.5818, -0.2457], [4.5334, -2.0336, -1.1785], [5.1600, -2.1314, 2.4642], [5.4104, -0.4012, 2.7545], [6.6148, -1.3364, 1.8820], [3.3030, -1.2463, 3.2754], [1.8805, -2.8050, 4.5249], [-0.2638, -3.5796, 3.5268], [-0.9546, -2.7121, 1.3105], [1.8896, -3.1876, -0.2745], [2.6076, -4.4380, -2.2259], [1.7624, -3.8538, -4.4914], [0.1136, -2.0299, -4.7020], [-3.5792, -0.7757, -2.6676], [-1.9551, -2.8529, -4.2310], [-3.2366, -1.8065, -4.8624], [-3.6229, -3.1061, -3.7487], [-2.0288, -3.2114, -1.7039], [-3.7161, -2.7800, -1.3746], [-2.4096, -1.8909, -0.6039], [-1.4819, 1.6438, -3.9024], [-1.5174, -0.7277, -5.8286], [-1.6388, 0.9778, -6.2546], [-2.9107, 0.2245, -5.2942], [0.8466, 0.0802, -5.0684], [1.0191, 1.1412, -3.6793], [0.4825, 1.8051, -5.2159], [-0.4143, -0.1360, 4.7871], [-0.9065, 1.1642, 4.3584], [-0.8163, 2.2821, 5.2955], [-1.2029, 1.3148, 3.0424], [-0.9090, 0.4766, 2.1235], [-1.9708, 2.4468, 2.7550], [-1.9804, 3.0956, 1.5442], [-2.6820, 4.2697, 1.5560], [-1.3671, 2.6306, 0.5341], [-0.3677, -0.1482, 5.8730], [0.5800, -0.3569, 4.3923], [-1.0907, -0.9287, 4.4648], [0.0229, 2.1096, 5.9662], [-1.7170, 2.3944, 5.9054], [-0.6153, 3.2154, 4.7755], [-0.2940, -0.2496, 2.4712], [-2.4301, 2.8978, 3.5219], [-3.4250, 4.3559, 2.2307], [-2.9291, 4.6251, 0.6473], [-1.4311, 3.2708, -0.2546], [-7.6636, 1.0048, 0.0453], [-5.7747, 0.8540, -0.0655], [-5.0925, 0.0906, 0.8635], [-3.7029, 0.0037, 0.7807], [-2.9533, 0.6390, -0.2199], [-3.7103, 1.3827, -1.1402], [-5.0947, 1.5111, -1.0741], [-5.6356, -0.4270, 1.6462], [-3.1944, -0.5960, 1.5285], [-3.2059, 1.9092, -1.9484], [-5.6346, 2.1008, -1.8039], [-0.7981, 2.7859, -2.0846], [0.6072, 2.9883, -1.7592], [0.9938, 1.6584, -1.3019], [1.3382, 3.3865, -2.8515], [0.7132, 3.8842, -0.6932]],
  "mulliken_spin": [0.769, 0.000, -0.007, -0.035, 0.013, 0.000, 0.000, 0.000, -0.013, -0.002, 0.000, 0.001, 0.008, 0.027, 0.028, -0.013, 0.005, 0.002, -0.003, -0.003, -0.001, 0.015, -0.004, -0.001, 0.014, 0.006, -0.001, 0.002, 0.000, 0.000, 0.000, 0.000, 0.054, 0.000, -0.002, 0.000, 0.000, 0.000, 0.000, 0.000, 0.000, 0.000, 0.000, 0.000, 0.000, -0.002, 0.000, 0.000, 0.000, 0.000, 0.000, 0.000, 0.000, 0.000, 0.000, 0.000, 0.000, 0.002, 0.000, 0.000, 0.000, 0.000, 0.001, 0.000, 0.000, 0.001, 0.000, 0.022, -0.024, 0.004, 0.005, 0.001, 0.028, 0.000, 0.000, 0.000, 0.000, 0.000, 0.000, 0.010, 0.000, 0.000, 0.000, 0.012, 0.001, 0.009, -0.007, 0.052, -0.053, 0.078, 0.002, 0.000, 0.002, -0.002, -0.001, 0.007, -0.007, -0.001, 0.000, 0.000],
  "de_lowest_ev": 1.229,
  "fmax_ev_per_a": 1.07,
  "charge": 0,
  "gap_ha": [0.265, 0.269],
  "spin_multiplicity": 2,
  "lumo_ev": [0.0, 0.0],
  "energy_ev": -168317.4027,
  "s_squared": 0.7541
}

***

[3]
{
  "formula": "C3H10N2O",
  "method": "wB97M-V/def2-TZVPD",
  "elements": ["C", "C", "N", "H", "H", "H", "H", "H", "H", "N", "C", "O", "H", "H", "H", "H"],
  "positions_angstrom": [[0.1426, 1.4576, -1.3477], [-0.4850, 2.5862, -0.9336], [1.4590, 1.0774, -1.0038], [-0.4947, 0.6673, -1.7160], [-1.5056, 2.3391, -0.6497], [0.0212, 3.5262, -0.7958], [-1.4479, -0.7458, 2.3717], [2.0593, 0.9125, -1.7992], [1.8584, 0.6066, -0.2192], [0.1795, -2.2077, 0.0459], [-0.6228, -1.2420, 0.7071], [-0.6219, -1.1492, 2.1697], [-0.1894, -3.1563, -0.0156], [0.9387, -2.3979, 0.7085], [-1.6959, -1.2003, 0.4860], [-0.2051, -0.2639, 0.3857]],
  "nbo_charge": [0.005, -0.420, -0.914, 0.151, 0.204, 0.206, 0.465, 0.367, 0.401, -0.828, 0.080, -0.747, 0.358, 0.364, 0.154, 0.155],
  "de_lowest_ev": 3.361,
  "smiles": "C=CN.NCO",
  "fmax_ev_per_a": 3.41,
  "charge": 0,
  "gap_ha": 0.356,
  "spin_multiplicity": 1,
  "lumo_ev": 0.8,
  "energy_ev": -8298.1429
}